Record 1
ORCA calculation (ωB97M-V/def2-TZVPD) on C15H18F3NO5 as an isolated structure in a non-equilibrium geometry.

The geometry in XYZ format:
```
42
Properties=species:S:1:pos:R:3:lowdin_charge:R:1
C 7.47432 -0.20017 0.21210 -0.0896
C 6.28452 -0.87347 -0.31262 -0.3129
H 6.18798 -1.77334 0.09964 0.0736
H 6.13654 -0.99635 -1.42572 0.1556
O 5.06820 -0.23055 -0.01907 -0.0340
C 3.76206 -0.58387 -0.16754 -0.5492
O 3.54916 -1.63538 -0.68397 0.1121
N 2.81785 0.36217 0.11739 0.0602
C 1.42289 0.05541 -0.01720 -0.2122
C 1.04355 -0.61338 -1.09732 0.0107
C -0.39951 -0.63909 -1.21939 0.0139
C -1.34921 -0.41578 -0.33847 -0.2552
C -0.75927 -0.10182 0.81839 0.0081
C 0.58654 0.43412 1.12168 0.0946
H 0.89318 0.77398 1.87923 -0.0205
H -1.53138 0.31174 1.85031 0.2049
C -2.68406 -0.96388 -0.37975 -0.2820
O -2.97421 -1.48523 -1.57808 0.1377
H -3.78132 -1.35413 -1.90937 0.0589
C -3.26022 -1.70451 0.80195 -0.5024
F -2.52741 -2.85054 0.71590 0.1490
F -3.41903 -1.09089 2.05004 0.1168
F -4.48555 -2.05550 0.45415 0.1732
C -3.63972 0.53461 -0.11338 -0.3903
O -3.30800 1.57945 0.18178 0.2038
O -4.57526 0.40823 -1.05734 -0.0164
C -5.60177 1.27027 -0.97354 -0.3181
C -6.49896 1.43501 0.19020 -0.0862
H -6.04760 1.30127 1.25859 0.1285
H -7.25664 2.01487 0.28920 0.0000
H -7.01449 0.41427 0.12528 0.1034
H -6.19229 1.37983 -2.03997 0.1797
H -5.03882 2.44239 -0.87923 0.1747
H -0.72274 -1.43008 -2.16325 0.1959
H 1.65942 -0.89529 -1.86969 0.0952
C 3.24150 1.70042 1.07465 0.1423
H 3.40874 1.23525 1.90873 0.0248
H 2.39427 2.24884 1.24931 0.0576
H 4.09147 1.98228 0.64954 0.0356
H 7.39085 0.91677 -0.22060 0.1187
H 8.34820 -0.88129 -0.03058 0.0949
H 7.30622 -0.02665 1.44805 0.1448
```

For the frontier orbital gap, the calculation gives 9.39 eV. Its highest occupied orbital energy is -8.675 eV. Its electronic energy is -1312.54800 Eh. Its energy above the lowest of the compared OMol25 structures with the same formula, charge and spin is 1181.8 kJ/mol.


Record 2
ORCA calculation (ωB97M-V/def2-TZVPD) on a 3-piece molecular cluster, C5H18NO2S2 overall in a non-equilibrium geometry.

The geometry in XYZ format:
```
28
Properties=species:S:1:pos:R:3:lowdin_charge:R:1
N -0.26556 2.33272 -0.42320 0.1085
C 0.20455 2.16549 1.04523 -0.4661
C 1.33384 1.19386 1.14859 -0.1038
C -0.95980 1.81458 1.99381 -0.5044
S -2.08064 0.52624 1.30738 0.3736
S -1.46060 -1.29298 1.93920 0.4508
C -0.63520 -2.17885 0.54364 -0.5983
C 0.28274 -3.19341 1.13983 -0.2104
H -1.20333 2.79295 -0.38644 0.0361
H -0.41799 1.44095 -0.91518 0.0641
H 0.38003 2.95411 -0.94313 0.0420
H 0.50405 3.20315 1.23891 0.1033
H 1.87180 1.33700 2.11039 0.0945
H 2.20943 1.57785 0.60099 0.0728
H 1.30693 0.13142 0.94481 0.0648
H -1.66404 2.62261 2.19213 0.0530
H -0.45384 1.58193 2.93705 0.0853
H -0.10261 -1.48206 -0.09879 0.0274
H -1.39282 -2.65029 -0.08143 0.0700
H 1.10562 -2.88908 1.79066 0.0721
H 0.70386 -3.69498 0.24175 0.0806
H -0.21026 -4.04679 1.62525 0.0720
H -0.15121 -1.81095 -4.43848 0.0670
H -1.19474 -0.66993 -4.41347 0.0746
O -0.24471 -0.85350 -4.36107 -0.0447
H 0.32575 -0.47485 -2.85289 -0.0027
H 1.57506 -0.32638 -1.91071 0.0454
O 0.63369 -0.11079 -1.97484 -0.1274
```

As for the spin multiplicity: 2. For the frontier orbital gap (spin up / spin down), the calculation gives 3.13 / 8.73 eV. Its highest occupied orbital energy (spin up / spin down) is -3.014 / -8.671 eV. Its electronic energy is -1202.78369 Eh. Its energy above the lowest of the compared OMol25 structures with the same formula, charge and spin is 48.0 kJ/mol.


Record 3
ORCA calculation (ωB97M-V/def2-TZVPD) on C32H46BClF4OP4Sn as an isolated structure in a non-equilibrium geometry.

The geometry in XYZ format:
```
90
Properties=species:S:1:pos:R:3:lowdin_charge:R:1
P 1.29920 1.02850 -2.21911 1.1331
C 3.02330 1.47129 -2.44414 -0.3221
C 3.81140 0.86040 -3.44055 -0.0712
H 3.39413 0.05018 -4.03969 0.1096
C 5.11604 1.30425 -3.66501 -0.0494
H 5.72038 0.83279 -4.44624 0.1220
C 5.64609 2.34774 -2.89675 -0.0379
H 6.66563 2.69437 -3.07744 0.1226
C 4.87156 2.94644 -1.89257 -0.0449
H 5.28132 3.75899 -1.28927 0.1212
C 3.56467 2.50779 -1.66253 -0.0684
H 2.95516 2.97448 -0.88863 0.1111
C 0.98706 -0.57283 -2.96937 -0.3319
C 1.70407 -1.68894 -2.49514 -0.0879
H 2.49541 -1.55648 -1.75503 0.1074
C 1.40726 -2.96446 -2.98165 -0.0546
H 1.95137 -3.82835 -2.58802 0.1204
C 0.44278 -3.12109 -3.98064 -0.0544
H 0.22989 -4.11825 -4.37964 0.1232
C -0.24370 -2.01175 -4.47907 -0.0539
H -0.98429 -2.12849 -5.27603 0.1228
C 0.01038 -0.73722 -3.96715 -0.0640
H -0.51617 0.13328 -4.36662 0.1162
C 0.24437 2.30886 -2.91433 -0.3139
C 0.60822 2.91265 -4.13773 -0.0586
H 1.50818 2.58153 -4.65651 0.1177
C -0.18290 3.92683 -4.68239 -0.0416
H 0.10403 4.38181 -5.63476 0.1243
C -1.33044 4.36155 -4.00889 -0.0376
H -1.93938 5.16523 -4.43089 0.1239
C -1.69657 3.77341 -2.79254 -0.0462
H -2.58816 4.10667 -2.25578 0.1183
C -0.91611 2.74609 -2.25039 -0.0907
H -1.20636 2.29325 -1.30264 0.0728
Sn 0.19957 0.17178 2.23004 0.7563
C -1.57380 -1.16030 1.93818 -0.1726
C -1.91485 -1.48812 0.68688 -0.3608
H -2.07474 -1.51673 2.84772 0.0592
C -1.12494 -0.87713 -0.47599 -0.3835
O -2.05712 -0.05917 -1.23143 -0.0477
H -1.61157 0.37480 -1.98528 0.0687
C 0.00021 -0.05893 0.06573 -0.2868
H -0.69262 -1.67330 -1.12073 0.1251
C 0.91554 0.78420 -0.34331 -0.2285
Cl 2.13284 1.57386 2.79166 0.0907
P -1.39210 2.14420 2.89776 0.7684
P 1.72800 -1.91579 2.62226 0.7595
C -0.84207 3.05595 4.35959 -0.2157
H 0.20351 3.35770 4.23137 0.0448
H -0.91394 2.40650 5.24289 0.0518
H -1.48723 3.93797 4.47738 0.0717
C -1.50519 3.33163 1.53047 -0.2355
H -2.19658 2.96203 0.76053 0.0477
H -0.51436 3.47715 1.07893 0.0493
H -1.87037 4.28927 1.92943 0.0682
C -3.08438 1.62481 3.28715 -0.2156
H -3.06132 1.00064 4.19121 0.0653
H -3.50731 1.05028 2.45343 0.0397
H -3.69493 2.52119 3.46743 0.0731
C 2.40327 -1.98301 4.29492 -0.2134
H 1.61862 -2.27294 5.00742 0.0592
H 2.76236 -0.98728 4.58340 0.0598
H 3.23066 -2.70698 4.30190 0.0695
C 0.92304 -3.51536 2.34327 -0.2274
H 0.50590 -3.56130 1.32791 0.0374
H 0.10796 -3.64236 3.06836 0.0628
H 1.66491 -4.31657 2.47359 0.0711
C 3.13017 -1.86259 1.47390 -0.2331
H 3.50902 -0.83481 1.39994 0.0414
H 2.81741 -2.20916 0.47919 0.0335
H 3.91496 -2.52222 1.87110 0.0674
P -3.29290 -2.57340 0.14308 0.8963
C -3.87221 -3.52807 1.53131 -0.1633
C -2.60593 -3.62221 -1.14385 -0.1581
H -4.22183 -2.86348 2.33152 0.0775
H -3.07460 -4.17863 1.91280 0.0771
H -4.70888 -4.15074 1.18785 0.0782
H -2.26541 -3.01875 -1.99547 0.0577
H -3.38154 -4.32067 -1.48255 0.0784
H -1.75603 -4.19264 -0.74569 0.0745
C -4.58077 -1.52917 -0.53081 -0.1592
H -4.89912 -0.80614 0.23015 0.0762
H -5.43279 -2.15259 -0.82750 0.0765
H -4.18060 -0.98347 -1.39297 0.0582
H 1.57174 1.34119 0.32909 -0.0177
F -0.47490 -0.55483 4.64789 -0.0841
B -0.26848 -0.20193 6.10306 -1.1717
F 0.07196 -1.39420 6.74596 0.1273
F 0.77176 0.74194 6.13070 0.1043
F -1.48577 0.34732 6.53439 0.1137
```

For the frontier orbital gap, the calculation gives 8.63 eV. Its highest occupied orbital energy is -13.822 eV. Its net charge is +2. Its electronic energy is -3786.16794 Eh. Its energy above the lowest of the compared OMol25 structures with the same formula, charge and spin is 0.0 kJ/mol.


Record 4
ORCA calculation (ωB97M-V/def2-TZVPD) on C15H36AsCl3GeN4O4PPt as an isolated structure.

The geometry in XYZ format:
```
66
Properties=species:S:1:pos:R:3:lowdin_charge:R:1
Pt -0.12544 -0.53089 0.82094 0.6170
Cl -4.35059 0.36139 3.47779 0.3221
Ge -2.98423 -1.14294 2.96949 -0.3174
Cl -0.98141 -0.75693 3.52605 0.3232
Cl -3.59212 -3.07013 3.53438 0.3256
C 4.88609 -0.46880 1.64720 -0.0503
C 3.50765 -0.08827 1.17349 -0.2710
O 3.01146 -1.16028 0.33313 -0.2650
P 1.59689 -1.16237 -0.37101 0.4791
O 1.50501 -2.66033 -0.88600 -0.2756
C 1.88445 -3.79271 -0.04580 -0.2518
C 3.23338 -4.32008 -0.46178 -0.0576
O 1.71618 -0.33384 -1.70523 -0.2830
C 2.77812 -0.59745 -2.68891 -0.2116
C 3.84535 0.46151 -2.60549 -0.0519
H 5.26242 0.29598 2.32649 0.0927
H 5.57749 -0.55427 0.80980 0.0866
H 4.86071 -1.41785 2.18107 0.0887
H 3.53181 0.83143 0.58408 0.1057
H 2.81321 0.04045 2.00693 0.1042
H 1.10166 -4.53417 -0.19658 0.1181
H 1.87263 -3.48441 1.00157 0.1088
H 3.21243 -4.65927 -1.49672 0.0895
H 3.50043 -5.16974 0.16756 0.0924
H 4.00203 -3.55690 -0.34908 0.0760
H 2.26903 -0.58458 -3.64943 0.1273
H 3.17107 -1.59878 -2.51721 0.1140
H 3.42121 1.45654 -2.74033 0.0851
H 4.57351 0.29844 -3.40052 0.0955
H 4.37713 0.42171 -1.65533 0.0683
C -1.73293 2.06170 1.15831 -0.2103
N -1.95836 3.47217 0.98459 -0.0722
C -2.04799 3.76721 -0.45056 -0.1439
N -0.82336 3.37951 -1.14961 -0.0753
C -0.60049 1.96729 -0.97914 -0.1734
N -0.47849 1.59833 0.47410 -0.2166
C 0.65265 2.41671 1.04601 -0.1713
N 0.42890 3.82698 0.86744 -0.0749
C -0.81330 4.20813 1.54029 -0.1357
C 0.30390 4.11645 -0.56450 -0.1325
H -2.56893 1.49590 0.73920 0.1003
H -1.63605 1.83078 2.22235 0.0963
H -2.21787 4.83471 -0.58354 0.1388
H -2.89562 3.22741 -0.87998 0.1276
H 0.31369 1.65170 -1.48031 0.1116
H -1.44197 1.40341 -1.39167 0.1188
H 1.56521 2.10971 0.53498 0.1123
H 0.73569 2.17522 2.10720 0.1296
H -0.98150 5.27619 1.41046 0.1392
H -0.73005 3.99623 2.60737 0.1368
H 1.22514 3.83192 -1.07447 0.1351
H 0.14522 5.18491 -0.70236 0.1389
C -4.70180 -3.28300 0.21613 -0.1880
As -3.65543 -1.75096 -0.22341 1.1365
C -4.76113 -0.31857 -0.83023 -0.1565
C -2.28124 -2.19590 -1.46319 -0.1723
O -2.81438 -1.10433 1.16873 -0.6763
H -5.18178 -3.59359 -0.71389 0.0673
H -5.46322 -3.03097 0.95151 0.0545
H -4.06028 -4.08106 0.58356 0.0513
H -5.44401 -0.69336 -1.59284 0.0668
H -4.13678 0.46572 -1.25399 0.0437
H -5.33123 0.06659 0.01438 0.0596
H -2.75547 -2.43371 -2.41695 0.0695
H -1.72523 -3.05685 -1.09593 0.0569
H -1.60906 -1.34507 -1.57062 0.0229
```

As for the spin multiplicity: 2. For the frontier orbital gap (spin up / spin down), the calculation gives 7.69 / 7.36 eV. Its highest occupied orbital energy (spin up / spin down) is -13.711 / -14.003 eV. Its net charge is +2. Its electronic energy is -7266.71739 Eh. Its energy above the lowest of the compared OMol25 structures with the same formula, charge and spin is 3.8 kJ/mol.